Entry 1:
A cluster of 23 separate species, C6H62BNO23 in total. Source: the Open Molecules 2025 dataset; level of theory: wB97M-V/def2-TZVPD.

The gap between HOMO and LUMO comes out at 5.6 eV. As for the HOMO energy: -6.8 eV. For the energy relative to the best compared isomer or geometry (same formula, charge and spin), the calculation gives 46.02 kcal per mole.

Geometry (Å):
O: -0.5715 2.8344 -3.4267
O: 2.4435 4.0704 -0.4387
O: -4.1415 2.2474 1.0693
O: 3.6925 -3.7716 -1.6687
O: 0.6315 -6.4226 2.9213
O: -2.8635 -1.1016 -1.7167
O: 1.0315 -5.5756 -3.5457
O: -2.0875 4.5504 -1.4557
O: -1.1755 2.9564 1.0763
O: 1.1495 -2.8426 -0.6987
O: 2.5695 0.4864 2.7753
O: -0.2415 0.2504 -4.0367
O: 2.6515 -6.5246 1.1383
O: 2.8145 2.2764 -1.5357
O: -2.8695 -3.5066 1.8333
O: -2.7535 -4.6876 -0.7497
O: 0.3945 5.8594 -1.0627
O: -1.6005 -2.1406 -4.0897
O: 1.6445 4.3154 5.6413
O: -0.7705 -6.8366 -1.1777
O: 0.0605 -3.6606 3.4233
O: -1.0135 7.3914 1.1843
O: 3.0965 -1.5846 -3.3367
N: 0.4585 0.7284 -1.3437
C: 0.5855 -3.9456 -0.5627
C: -0.5635 1.4224 -0.6337
C: -0.0495 2.2034 0.6223
C: -0.8595 4.0164 1.9573
C: 1.1225 -0.4556 -0.7027
C: 0.2375 -1.7326 -0.8447
B: -1.8525 6.1034 5.1463
H: 1.1695 -4.8106 -0.4917
H: -0.7715 -3.8776 3.7753
H: -1.2655 3.2774 -2.9537
H: -1.0225 2.1964 -1.3727
H: -3.2625 -2.7716 1.6173
H: -1.9335 7.3384 5.2243
H: 0.4725 -5.9186 -2.8927
H: 3.1365 -0.0066 2.2443
H: -1.1595 5.6764 6.1163
H: -0.9815 -1.3906 -4.1697
H: -2.1705 -1.9556 -3.2697
H: -1.2415 0.5834 -0.2197
H: 1.2985 1.3134 -1.6027
H: 0.8205 2.7484 0.3163
H: 0.1415 -2.0116 -1.9437
H: 3.6115 -6.4936 1.5823
H: -0.2665 4.5214 1.3853
H: 0.1445 6.0834 -0.2907
H: 0.7895 -4.0416 4.0613
H: -0.2705 -7.2016 -0.4577
H: 2.9065 -4.1196 -1.1767
H: 2.6375 2.4984 -2.3587
H: -0.6895 0.9784 -4.3827
H: -0.3265 3.8994 2.8663
H: 1.1455 -0.3246 0.2653
H: -4.1165 3.2964 1.0403
H: -0.0285 -4.2066 0.5323
H: 1.1505 5.2004 -0.8617
H: -3.5415 -5.2686 -0.7807
H: -2.9525 5.7684 5.2603
H: -1.3405 5.8064 4.1483
H: -1.1235 -7.5186 -1.5587
H: 0.0605 1.4864 1.2363
H: 0.0215 -5.6176 3.0803
H: -2.4985 4.4594 -0.5397
H: -1.5565 5.2574 -1.4077
H: -2.6255 -3.7956 0.8673
H: 0.5435 0.0904 -4.3487
H: 0.6935 -4.9926 -4.2567
H: -0.7275 -1.7916 -0.2887
H: 3.5725 1.7174 -1.4257
H: -2.0945 -5.3106 -0.6957
H: 0.1615 0.4604 -2.2327
H: 1.1085 -6.3206 2.0513
H: 2.9955 -2.4116 -2.6357
H: -0.5415 7.3064 2.0223
H: 2.1555 4.7474 4.9683
H: -3.6505 -0.6276 -1.6017
H: 3.8025 -4.2996 -2.4707
H: 1.8675 -0.1986 3.0463
H: 2.0835 -0.6426 -0.9757
H: -3.1625 2.1504 1.1753
H: 2.7645 -6.8286 0.3423
H: 0.6775 4.5424 5.5473
H: 2.7845 3.2314 -0.5537
H: -0.0335 3.5044 -3.8607
H: 2.9125 4.1734 0.3413
H: -1.7865 7.2564 1.5773
H: 3.5685 -2.0466 -3.9827
H: -3.3055 -1.8576 -1.4297
H: -0.1785 -4.1876 -1.2117
H: -1.7455 4.3534 2.2493

---

Entry 2:
A cluster of 2 separate species, C9H13OPS in total. Source: the Open Molecules 2025 dataset; level of theory: wB97M-V/def2-TZVPD.

The gap between HOMO and LUMO (alpha / beta) comes out at 8.2 / 8.2 eV. As for the HOMO energy (alpha / beta): -8.6 / -8.7 eV. For the energy relative to the best compared isomer or geometry (same formula, charge and spin), the calculation gives 147.20 kcal per mole.

Geometry (Å):
S: -2.2189 0.5920 -0.3256
P: -2.8062 0.2867 1.8093
O: -2.6154 1.9542 -0.5857
C: 1.7384 -0.5815 0.1813
C: -0.3903 0.5935 -0.1959
C: 1.7207 1.7749 -0.1976
C: -0.3798 -1.9264 0.1239
C: -3.5286 -1.5344 -1.2418
C: 2.4309 0.5897 0.1023
C: 0.3119 1.8222 -0.2711
C: 0.3208 -0.5593 0.0277
C: 3.9297 0.7349 0.3040
H: -3.0150 -1.0557 1.7241
H: -0.3532 2.6165 -0.4911
H: -0.1618 -2.3102 1.1632
H: 4.3514 1.0235 -0.5413
H: -4.0100 0.8026 1.4418
H: 4.2977 -0.1398 0.5834
H: 2.4131 2.6914 -0.2270
H: 3.9000 1.5352 1.1310
H: 0.0074 -2.5035 -0.8461
H: 2.1568 -1.4876 0.3877
H: -1.3736 -1.6898 -0.0768
H: -4.1033 -1.1768 -2.2350
H: -2.6225 -2.0523 -1.7450

---

Entry 3:
A structure of composition C15H40N10O25S5. Source: the Open Molecules 2025 dataset; level of theory: wB97M-V/def2-TZVPD.

The gap between HOMO and LUMO comes out at 10.0 eV. As for the HOMO energy: -9.9 eV.

Geometry (Å):
S: -17.2146 10.0164 -0.9049
S: -15.6072 16.1585 4.5787
S: -14.8783 4.3323 5.6758
S: -17.2154 9.1915 8.2565
S: -19.2917 13.4056 4.3798
O: -16.0246 15.0271 5.5436
O: -18.0006 8.5627 -0.8670
O: -18.3173 9.6533 4.8843
O: -13.9088 5.1687 6.5320
O: -14.0937 15.6956 4.3543
O: -17.3189 8.1302 7.3275
O: -17.5379 10.6732 -2.1061
O: -14.2951 3.0655 5.3930
O: -15.5009 5.1697 4.6583
O: -16.3755 10.2965 7.6162
O: -17.4671 10.5962 0.4019
O: -19.3192 14.8254 3.6847
O: -13.8638 8.6741 2.5127
O: -15.7583 9.5101 -1.0638
O: -20.5663 12.7965 4.2449
O: -20.5285 5.7714 2.9610
O: -16.2147 16.0072 3.3172
O: -15.6682 17.4169 5.2406
O: -16.0111 4.1551 6.8071
O: -13.6114 12.3228 3.5295
O: -18.8101 13.6224 5.6841
O: -14.9915 5.6466 0.6439
O: -18.2327 12.6789 3.4847
O: -18.6017 9.9143 8.3562
O: -16.7759 8.9983 9.5707
N: -19.6610 7.8416 5.0923
N: -14.6058 3.6584 1.6517
N: -18.3275 5.3060 2.6929
N: -15.7155 7.6056 3.3301
N: -15.4874 9.8809 3.6368
N: -12.9324 5.3166 1.4413
N: -12.0346 10.7865 2.8456
N: -11.4699 12.9638 3.2177
N: -19.2259 8.8015 2.9616
N: -19.4221 4.6543 4.6440
C: -16.1781 5.5461 7.3884
C: -18.1061 13.3505 2.2289
C: -14.2384 4.9714 1.3101
C: -14.9350 14.1102 5.8832
C: -15.5987 8.2044 -0.3467
C: -17.1860 11.5637 7.5683
C: -13.7291 14.8557 5.3983
C: -12.4608 12.0189 3.2107
C: -19.0428 8.7715 4.3479
C: -18.6179 11.1976 7.6102
C: -19.5202 5.2558 3.3671
C: -14.7712 6.0935 7.3201
C: -14.9445 8.7034 3.1279
C: -19.2415 14.4553 2.2907
C: -17.0291 7.6542 -0.1935
H: -16.3585 9.7653 4.1643
H: -19.0863 10.9589 6.6295
H: -13.9959 3.0539 2.2662
H: -16.9606 12.0655 6.6489
H: -15.0890 8.4011 0.5672
H: -18.8003 9.4976 2.3677
H: -16.8825 12.1144 8.4552
H: -11.8509 13.8978 3.2753
H: -17.0050 6.6963 -0.6845
H: -16.5918 7.8272 3.8068
H: -17.1485 13.7616 2.1806
H: -18.4362 12.6386 1.5391
H: -16.8411 6.2426 6.8394
H: -14.9722 13.8938 6.9158
H: -15.6128 3.5729 1.8668
H: -17.5476 5.2945 3.3191
H: -18.9220 15.3585 1.7391
H: -12.7043 10.0267 2.6888
H: -15.0636 7.6958 -1.1484
H: -12.8370 6.3026 1.0534
H: -19.1433 11.9988 8.1936
H: -14.7235 7.0545 6.7743
H: -10.7488 12.8721 2.4959
H: -18.6702 4.0183 4.8186
H: -20.3113 4.2740 4.9165
H: -12.9827 14.2058 4.9243
H: -19.4392 7.6551 6.0336
H: -14.2035 6.2478 8.2493
H: -13.0260 15.4090 6.1345
H: -18.0982 5.7970 1.8486
H: -11.2270 10.6730 2.2684
H: -16.5416 5.4128 8.3903
H: -20.1910 13.9730 2.0050
H: -15.1244 13.2048 5.2944
H: -15.3436 6.7049 3.4105
H: -12.3471 4.8472 2.1310
H: -20.4007 7.2680 4.7166
H: -17.3199 7.5313 0.9111
H: -14.9263 10.6934 3.3676
H: -19.7576 8.1369 2.4854

---

Entry 4:
A cluster of 2 separate species, C3H4FNS in total. Source: the Open Molecules 2025 dataset; level of theory: wB97M-V/def2-TZVPD.

The gap between HOMO and LUMO comes out at 8.3 eV. As for the SMILES: N=C=CF.C=S. As for the HOMO energy: -8.7 eV. For the energy relative to the best compared isomer or geometry (same formula, charge and spin), the calculation gives 60.29 kcal per mole.

Geometry (Å):
S: -0.8247 0.0126 1.7280
F: 2.1799 -0.5046 -0.1899
N: 0.4617 -1.5183 -3.0208
C: -1.4550 1.0749 2.7528
C: 1.3888 -0.0776 -1.2017
C: 0.8242 -0.8819 -2.0555
H: -1.8741 0.7666 3.7028
H: 1.2106 0.9853 -1.1976
H: -0.4318 -1.9925 -3.0526
H: -1.4797 2.1355 2.5345

---

Entry 5:
A structure of composition C25H45AlF3P2. Source: the Open Molecules 2025 dataset; level of theory: wB97M-V/def2-TZVPD.

The gap between HOMO and LUMO comes out at 7.2 eV. Its total charge is +1. As for the HOMO energy: -10.5 eV. For the energy relative to the best compared isomer or geometry (same formula, charge and spin), the calculation gives 4.99 kcal per mole.

Geometry (Å):
P: 1.8693 2.0177 1.3600
P: 1.0321 -2.5890 0.6170
Al: 0.2224 -0.2341 1.0544
F: 1.0267 0.3429 3.8595
F: 2.4427 -0.9915 2.8567
F: 0.4832 -1.7332 3.5543
C: 1.0786 -0.6522 2.8984
C: -2.3342 -1.4837 2.4919
C: 1.6503 3.0802 2.8295
C: 2.2173 -0.2725 -2.7964
C: 3.6461 1.6197 1.5145
C: -2.5630 -0.4800 0.1713
C: -1.5203 0.9083 1.7660
C: 1.9435 3.3385 0.0957
C: -2.5810 0.8419 -0.3082
C: -1.6280 1.4399 3.1604
C: 0.0858 -1.8124 -2.9629
C: -3.3433 -1.5895 -0.4092
C: -3.2864 1.3164 -1.5269
C: -2.0570 3.1672 0.6091
C: -1.8833 -0.5130 1.4444
C: -0.2764 -3.5394 -0.2254
C: -1.9846 1.6916 0.6484
C: 1.6076 -3.8402 1.8074
C: 0.4084 1.1182 -1.7919
C: 1.5329 0.3971 -1.6380
C: -0.1855 1.3738 -3.1479
C: -1.0282 -1.0686 -3.0292
C: 2.4764 -2.5471 -0.4972
C: 1.4130 -1.3918 -3.5271
C: -1.0898 0.2523 -3.7190
H: -4.2847 1.7295 -1.2972
H: -0.0012 -2.8806 -2.7482
H: -1.8460 3.5592 -0.3946
H: 2.9494 -3.5398 -0.5258
H: 2.1429 2.9114 -0.8915
H: 2.1296 0.4122 -0.7128
H: -0.8303 0.1215 -4.7834
H: -3.2286 -2.5106 0.1693
H: -2.7263 2.1211 -2.0230
H: -3.4030 -1.3279 2.7193
H: -1.3433 3.6173 1.3098
H: -3.0689 3.5170 0.8721
H: -2.0010 -1.5049 -2.8111
H: -4.4162 -1.3470 -0.4782
H: 2.5142 0.4675 -3.5657
H: 4.0048 1.1563 0.5864
H: -0.0924 1.6498 -0.9680
H: 3.7814 0.9231 2.3488
H: -2.6850 1.6126 3.4305
H: 0.9782 3.8580 0.0659
H: 2.7433 4.0320 0.3750
H: 1.9514 -4.7060 1.2289
H: 2.4330 -3.4423 2.4070
H: -1.2156 0.7557 3.9008
H: 3.1979 -1.8036 -0.1186
H: 1.2763 -1.0677 -4.5690
H: -1.7861 -1.3832 3.4319
H: 4.1816 2.5577 1.6998
H: 0.6101 1.5688 -3.8921
H: 2.1590 -2.2564 -1.5026
H: -3.4341 0.5061 -2.2525
H: 2.0416 -2.2950 -3.5732
H: 0.6673 3.5676 2.7990
H: 0.7834 -4.1395 2.4617
H: -0.7905 2.2983 -3.1014
H: 1.7281 2.4780 3.7382
H: -0.9689 -3.9407 0.5279
H: -2.2223 -2.5217 2.1559
H: -0.8387 -2.8884 -0.9073
H: 3.1566 -0.7123 -2.4234
H: -1.1113 2.3981 3.2747
H: -3.0049 -1.7978 -1.4274
H: 2.4429 3.8381 2.8195
H: -2.1289 0.6038 -3.7222
H: 0.1799 -4.3627 -0.7925

---

Entry 6:
A cluster of 2 separate species, C2H2FIO in total. Source: the Open Molecules 2025 dataset; level of theory: wB97M-V/def2-TZVPD.

The gap between HOMO and LUMO comes out at 8.1 eV. As for the HOMO energy: -9.0 eV. For the energy relative to the best compared isomer or geometry (same formula, charge and spin), the calculation gives 86.09 kcal per mole.

Geometry (Å):
I: -1.2291 -1.0829 -1.0613
F: -1.4899 1.4461 1.2391
O: 1.7042 -1.9567 -1.0063
C: -0.4097 1.4100 0.4499
C: 0.8493 -1.3779 -0.4119
H: 0.7854 -0.8366 0.5025
H: -0.2103 2.3980 0.2879

---

Entry 7:
A structure of composition C23H20CrN2O4P. Source: the Open Molecules 2025 dataset; level of theory: wB97M-V/def2-TZVPD.

The gap between HOMO and LUMO (alpha / beta) comes out at 4.6 / 6.8 eV. Its total charge is -1. The spin multiplicity is 5. As for the HOMO energy (alpha / beta): -2.2 / -4.4 eV. Its expectation value of S² is 6.1624.

Geometry (Å):
Cr: 0.5992 1.7463 0.0269
P: -0.0545 -0.4949 0.1130
O: 1.6093 2.2948 2.2894
O: 2.1198 4.7252 -2.3548
O: -1.2312 2.4131 0.1745
O: -2.6673 4.0146 -0.4462
N: 2.7286 1.6727 -0.5041
N: 0.8115 3.4313 -0.9589
C: 0.0143 -2.4407 3.7337
C: 3.1420 2.9905 -1.0489
C: 1.0225 1.2536 1.9341
C: -2.8675 -0.7147 0.4942
C: 2.4055 -3.5021 -1.0978
C: 0.0704 -0.9638 1.8359
C: -4.4358 -0.0491 -1.2078
C: -1.8148 -0.4526 -0.3678
C: 0.6848 0.0733 2.6261
C: -4.1749 -0.5135 0.0707
C: 0.5493 -1.9844 -0.7647
C: 1.6023 -4.3215 -1.8832
C: 0.5736 -1.4126 4.5376
C: 1.8821 -2.3476 -0.5478
C: 1.9388 3.8115 -1.5472
C: -3.3861 0.2074 -2.0808
C: 0.2814 -3.9671 -2.1121
C: -1.5583 3.5033 -0.4498
C: 0.9061 -0.1967 4.0100
C: -0.2190 -2.2045 2.3878
C: -2.0849 0.0106 -1.6588
C: -0.2451 -2.8087 -1.5592
C: -0.4192 4.1375 -1.2625
H: -1.2519 0.2446 -2.3155
H: -0.6268 -2.9874 1.7546
H: 1.3467 0.5763 4.6287
H: 2.0046 -5.2343 -2.3040
H: 2.9549 0.9386 -1.1616
H: -5.4555 0.1381 -1.5199
H: 3.6053 3.5722 -0.2522
H: 3.4379 -3.7743 -0.9158
H: 3.2190 1.4796 0.3618
H: -2.6650 -1.0453 1.5059
H: 0.7398 -1.6108 5.5909
H: -1.2781 -2.5430 -1.7408
H: -4.9972 -0.6949 0.7517
H: -0.2215 -3.4013 4.1745
H: -0.3481 5.2034 -1.0371
H: -0.3450 -4.6003 -2.7287
H: 2.4921 -1.7133 0.0882
H: 3.8571 2.8894 -1.8648
H: -3.5787 0.5986 -3.0718
H: -0.6730 4.0532 -2.3254

---

Entry 8:
The ion C7H14N with charge +1. Source: the Open Molecules 2025 dataset; level of theory: wB97M-V/def2-TZVPD.

The gap between HOMO and LUMO comes out at 8.5 eV. Its total charge is +1. As for the SMILES: C/C=C/C=C(/[NH3+])CC. As for the HOMO energy: -12.2 eV. For the energy relative to the best compared isomer or geometry (same formula, charge and spin), the calculation gives 51.44 kcal per mole.

Geometry (Å):
N: 1.4397 2.3606 -0.2024
C: 2.5999 -0.4788 -0.4303
C: -0.3807 0.6999 0.1652
C: -3.3089 -1.8561 0.9457
C: 0.8016 1.0484 -0.4567
C: -1.3067 -0.4339 0.2088
C: 1.4707 -0.0165 -1.2481
C: -2.3701 -0.7745 1.0708
H: -0.9661 -1.2394 -0.4943
H: -4.2707 -1.5493 0.5330
H: 0.7405 3.1709 -0.1189
H: -2.5030 -0.1464 1.9680
H: 0.6942 -0.8828 -1.2865
H: 2.0372 2.2620 0.6957
H: 2.1036 2.6781 -0.9607
H: 2.4610 -1.4229 0.0990
H: 3.5207 -0.5545 -1.0452
H: -3.3454 -2.3856 1.8186
H: 1.7669 0.2254 -2.2839
H: -3.0745 -2.5521 0.1305
H: -0.9517 1.5318 0.6324
H: 2.8417 0.3157 0.2591